The following is a DFT calculation (the ωB97M-V functional and the def2-TZVPD basis) of 9 unconnected molecules or ions with the total composition C34H42N6O16.

Values from the calculation:
2S+1: 1
Electronic energy (eV): -77635.2251
Total charge: -2
Orbital gap (Ha): 0.0573
Highest occupied orbital energy (eV): 1.46

Geometry as XYZ:
```
98
Properties=species:S:1:pos:R:3:lowdin_charge:R:1
C -0.27591 0.10883 0.27004 -1.24
O -1.01866 1.10486 -0.11877 -0.28
O -0.64855 -0.74844 1.08292 -0.20
O 0.84516 0.14832 -0.12028 -0.16
C -4.49406 -8.98562 5.08958 -0.01
C -4.75046 -7.84672 4.32493 -0.01
C -3.90525 -6.72748 4.45084 -0.32
C -2.83935 -6.69868 5.33070 -0.02
C -2.56632 -7.88201 6.06209 -0.03
C -3.35810 -9.00551 5.94451 -0.33
O -3.01874 -10.16800 6.57017 0.03
O -3.99162 -5.54493 3.77082 0.04
H -5.14605 -9.83853 4.97190 0.11
H -5.52372 -7.85598 3.57102 0.11
H -2.17491 -5.85584 5.45123 0.12
H -1.70003 -7.67041 6.67132 0.11
H -2.20160 -10.14994 7.07372 0.10
H -3.12617 -5.13658 3.69435 0.11
C 8.56289 3.68195 -1.20803 -0.01
C 9.63643 3.91813 -0.34150 -0.02
C 9.38071 4.02549 1.05651 -0.31
C 8.08093 4.16123 1.57730 -0.03
C 7.04369 3.83351 0.69400 -0.02
C 7.21815 3.57178 -0.69572 -0.29
O 6.25879 3.25194 -1.61018 0.05
O 10.42533 3.96762 1.96782 0.00
H 8.81264 3.68792 -2.25874 0.10
H 10.65849 3.81889 -0.67606 0.10
H 7.84345 4.53261 2.56324 0.11
H 6.04551 3.89305 1.10203 0.11
H 5.41773 3.04519 -1.19610 0.11
H 10.39685 4.43100 2.80810 0.09
C -1.99313 -7.20940 -2.09475 -0.03
C -1.86522 -8.56268 -2.46497 -0.01
C -2.42488 -8.96753 -3.71720 -0.30
C -3.31019 -8.07024 -4.35995 -0.02
C -3.43272 -6.76951 -3.91546 -0.03
C -2.74354 -6.30840 -2.81938 -0.39
O -2.70362 -5.01750 -2.56789 0.10
O -2.47692 -10.28028 -4.14150 0.00
H -1.57829 -6.95232 -1.13131 0.11
H -1.44799 -9.33537 -1.83628 0.10
H -3.92055 -8.24504 -5.23361 0.11
H -4.12173 -6.04724 -4.32778 0.12
H -2.05129 -4.93646 -1.86826 0.12
H -2.57248 -10.96802 -3.47856 0.09
C 3.15363 4.34224 7.57391 0.00
C 2.94510 3.03301 7.07038 -0.01
C 2.12970 2.84144 5.99424 -0.29
C 1.44693 3.88543 5.45393 -0.03
C 1.55698 5.12141 5.95916 -0.05
C 2.36548 5.35375 7.03572 -0.30
O 2.54366 6.70994 7.46983 -0.02
O 1.85492 1.48902 5.65779 0.03
H 3.76155 4.67427 8.40252 0.11
H 3.49267 2.17405 7.42919 0.11
H 0.80136 3.79780 4.59256 0.14
H 1.10637 5.99750 5.51666 0.12
H 2.67626 7.27442 6.70475 0.08
H 1.47106 1.29890 4.79866 0.11
C -2.89018 7.78659 -1.02318 -0.02
C -3.79446 8.77313 -0.80688 -0.01
C -4.08786 9.71611 -1.82957 -0.33
C -3.52721 9.70338 -3.04768 -0.05
C -2.59654 8.69293 -3.28311 0.00
C -2.27910 7.75674 -2.29509 -0.33
O -1.23708 6.91845 -2.34169 0.05
O -4.98587 10.77101 -1.66451 -0.01
H -2.44054 7.12004 -0.30211 0.13
H -4.25257 8.82069 0.16999 0.11
H -3.91645 10.43030 -3.74516 0.12
H -2.13865 8.65030 -4.26031 0.11
H -1.48063 6.15754 -1.80943 0.11
H -5.68798 10.71094 -2.31646 0.09
C -0.14933 -0.11714 -6.45434 -0.77
O -0.34256 -0.08307 -7.63176 0.03
N 0.28414 -1.19202 -5.76405 0.15
N -0.41773 0.92208 -5.64324 0.15
H 0.69152 -1.98668 -6.23592 0.10
H 0.46093 -1.09187 -4.77470 0.10
H -0.64125 1.75926 -6.16215 0.11
H -0.20906 0.85147 -4.65755 0.11
C -6.53359 1.58468 -3.97843 -0.77
O -7.55026 2.12212 -4.35662 0.01
N -6.17590 0.29572 -4.22031 0.15
N -5.66874 2.26649 -3.29276 0.16
H -5.28790 -0.11175 -3.96430 0.11
H -6.93887 -0.30149 -4.50547 0.10
H -6.03846 3.16582 -3.01961 0.12
H -4.69857 1.99474 -3.36364 0.12
C 4.56942 -3.79360 -2.41500 -0.82
O 5.37742 -4.53659 -3.01926 -0.03
N 3.50631 -4.05745 -1.70372 0.16
N 4.85887 -2.63417 -2.13134 0.16
H 2.95333 -3.22798 -1.54157 0.11
H 3.07289 -4.94790 -1.90205 0.12
H 5.47633 -2.10189 -2.72761 0.14
H 4.16584 -2.17776 -1.55558 0.12
```

=====

The following is a DFT calculation (the ωB97M-V functional and the def2-TZVPD basis) of a molecular structure, C34H43Cl2O2SSeTl.

Values from the calculation:
Energy relative to the best compared isomer or geometry (same formula, charge and spin) (kcal per mole): 9.9
2S+1: 1
Electronic energy (eV): -145969.8436
Total charge: 0
Orbital gap (alpha / beta) (Ha): 0.1603 / 0.1355
Highest occupied orbital energy (alpha / beta) (eV): -6.57 / -6.55

Geometry as XYZ:
```
84
Properties=species:S:1:pos:R:3:lowdin_charge:R:1
Tl 1.61355 -1.17483 -3.14319 0.78
C -0.82225 4.66287 2.41631 -0.05
C -1.04665 4.84547 0.90761 -0.56
C -2.55115 4.73067 0.64641 -0.06
C -0.57635 6.23587 0.45611 -0.04
C -0.25385 3.78397 0.17131 -0.19
C -0.82735 2.92317 -0.75629 -0.09
C -0.10365 1.86427 -1.25229 -0.40
Se -0.95615 0.62337 -2.46919 1.08
C -1.71685 -0.57293 -1.17269 -0.35
C -2.77655 -0.08653 -0.43899 -0.04
C -3.48345 -0.92933 0.40141 -0.13
C -3.02755 -2.24903 0.52321 0.02
C -1.93655 -2.76803 -0.13589 -0.05
C -1.21535 -1.91943 -1.06169 -0.33
O -0.22455 -2.27163 -1.74699 -0.16
C -1.59525 -4.23463 0.11141 -0.53
C -2.78765 -5.08913 -0.35179 -0.03
C -1.34455 -4.44093 1.61631 -0.04
C -0.35325 -4.72813 -0.62989 -0.08
C -4.74555 -0.49963 1.12181 -0.55
C -5.90465 -1.38693 0.64401 -0.03
C -5.11155 0.95917 0.83601 -0.05
C -4.52025 -0.66493 2.63111 -0.03
C 1.27735 1.61957 -0.92699 -0.41
O 1.86065 0.57457 -1.32699 -0.28
C 1.90895 2.66117 -0.14849 -0.09
C 1.11575 3.64037 0.41151 0.00
C 3.41455 2.74977 0.10121 -0.53
C 3.87785 4.12877 -0.40909 -0.05
C 4.23535 1.69217 -0.63669 -0.10
C 3.72605 2.62987 1.60221 -0.04
H -1.41265 5.38817 2.97181 0.08
H 0.22035 4.79237 2.69201 0.07
H -1.12605 3.66147 2.71701 0.09
H -3.08445 5.46797 1.24381 0.08
H -2.91145 3.74287 0.92341 0.07
H -2.78455 4.91127 -0.39989 0.08
H -1.17105 7.00907 0.93851 0.08
H -0.68705 6.33437 -0.62199 0.09
H 0.46815 6.40317 0.70491 0.08
H -1.84685 3.05097 -1.08859 0.09
H -3.07265 0.93947 -0.59049 0.09
H -3.58265 -2.89963 1.18221 0.10
H -3.69945 -4.83723 0.18351 0.07
H -2.58425 -6.14643 -0.19589 0.09
H -2.96035 -4.92833 -1.41379 0.09
H -2.21895 -4.20993 2.21931 0.07
H -0.52825 -3.80393 1.95091 0.09
H -1.07145 -5.47773 1.80371 0.09
H -0.48045 -4.64543 -1.70489 0.08
H -0.18005 -5.77553 -0.38509 0.09
H 0.52675 -4.15813 -0.34749 0.06
H -6.01485 -1.29943 -0.43529 0.09
H -6.83935 -1.08693 1.11301 0.09
H -5.72865 -2.43233 0.88011 0.08
H -5.29335 1.11247 -0.22499 0.09
H -4.31875 1.62947 1.15821 0.08
H -6.01765 1.22727 1.37481 0.09
H -4.32175 -1.69993 2.89461 0.08
H -5.39955 -0.33663 3.17891 0.09
H -3.66725 -0.06893 2.95011 0.09
H 1.58655 4.35877 1.06551 0.10
H 3.64855 4.23617 -1.46749 0.09
H 4.95315 4.23247 -0.27749 0.08
H 3.39455 4.94247 0.12491 0.07
H 4.05955 1.74647 -1.70809 0.08
H 3.98235 0.69317 -0.29499 0.05
H 5.29705 1.86037 -0.45509 0.08
H 3.22005 3.39887 2.18151 0.07
H 4.79795 2.73307 1.77051 0.08
H 3.41355 1.65677 1.97651 0.09
Cl 4.55165 -1.25053 -2.33839 0.71
C 5.21785 -2.84343 -2.30079 -0.64
C 6.59355 -2.95943 -2.23879 -0.10
C 7.17485 -4.20883 -2.13879 -0.06
C 6.38225 -5.34553 -2.12779 -0.10
C 5.00925 -5.22773 -2.22949 -0.69
Cl 4.04755 -6.65463 -2.22889 0.69
C 4.37785 -3.96893 -2.30189 -0.69
S 2.65105 -3.89003 -2.34649 0.69
H 7.20205 -2.06903 -2.24359 0.11
H 8.24505 -4.29423 -2.05399 0.11
H 6.83355 -6.31893 -2.03059 0.11
```

=====

The following is a DFT calculation (the ωB97M-V functional and the def2-TZVPD basis) of a molecular structure, C34H43N3O3PRhSi2.

Values from the calculation:
2S+1: 1
Electronic energy (eV): -74606.6222
Total charge: +2
Orbital gap (alpha / beta) (Ha): 0.2115 / 0.2114
Highest occupied orbital energy (alpha / beta) (eV): -13.76 / -13.76

Geometry as XYZ:
```
87
Properties=species:S:1:pos:R:3:lowdin_charge:R:1
Rh -0.25665 0.30711 -0.27552 1.04
O 3.38186 1.85268 -0.25176 0.17
C 2.21604 1.64753 -0.40515 -0.55
O 1.66672 0.43589 -0.43872 -0.24
C 1.18679 2.72300 -0.62114 -0.18
C 1.51082 4.04717 -0.83209 0.06
C 0.48947 4.95601 -1.04984 0.02
C -0.82402 4.50293 -1.04738 0.00
C -1.07713 3.16520 -0.82582 -0.10
N -0.08198 2.28894 -0.61359 -0.05
H 2.55686 4.32360 -0.82456 0.15
H 0.70851 6.00044 -1.22676 0.13
H -1.65277 5.17666 -1.21361 0.13
H -2.08899 2.79045 -0.82137 0.10
C 0.12748 -4.67183 -2.17994 -0.06
C 0.74878 -4.10532 -0.89691 -0.16
C 0.31625 -2.74305 -0.59899 -0.11
N -0.01661 -1.68781 -0.30983 0.10
H 0.62552 -5.60799 -2.42106 0.10
H 0.25187 -3.99010 -3.02005 0.07
H -0.93165 -4.87868 -2.04385 0.08
H 1.83873 -4.06704 -0.96259 0.13
H 0.49312 -4.71906 -0.03075 0.14
C -2.39300 -3.07075 3.94308 -0.05
C -1.04988 -3.30715 3.69228 -0.05
C -0.24845 -2.30422 3.16304 -0.08
C -0.79298 -1.05363 2.88189 -0.37
C -2.14755 -0.81992 3.14090 -0.12
C -2.94180 -1.82375 3.66917 -0.05
P 0.20370 0.29706 2.20171 1.11
C -0.25131 1.74393 3.18723 -0.37
C -0.48740 1.55968 4.55396 -0.08
C -0.75133 2.64877 5.36625 -0.04
C -0.78306 3.92967 4.82832 -0.04
C -0.54393 4.12086 3.47660 -0.05
C -0.27997 3.03175 2.65790 -0.08
C 1.94757 -0.01622 2.53609 -0.34
C 2.63224 0.78518 3.44925 -0.05
C 3.96116 0.51931 3.74761 -0.04
C 4.61394 -0.53790 3.13693 -0.04
C 3.94478 -1.32622 2.20731 -0.04
C 2.62455 -1.06098 1.89971 -0.12
H -3.01095 -3.85207 4.36464 0.12
H -0.61664 -4.27087 3.92468 0.12
H 0.80330 -2.49563 2.99709 0.10
H -2.57921 0.16045 2.97191 0.10
H -3.98344 -1.62822 3.88635 0.12
H -0.45403 0.56778 4.98658 0.12
H -0.93256 2.49768 6.42185 0.12
H -0.99008 4.77801 5.46678 0.12
H -0.56086 5.11832 3.05789 0.11
H -0.08598 3.20017 1.61002 0.07
H 2.14054 1.61914 3.93000 0.10
H 4.48447 1.14613 4.45665 0.12
H 5.64911 -0.74386 3.37371 0.12
H 4.46252 -2.13831 1.71466 0.12
H 2.12443 -1.65435 1.14838 0.08
C -3.58129 0.77781 -2.63014 -0.17
Si -2.34169 -0.63158 -2.87391 0.44
C -2.82255 -2.05667 -1.75377 -0.18
C -2.52703 -1.24523 -4.61572 -0.18
C -0.61728 0.13702 -2.50460 -0.30
Si 1.00112 -0.26718 -3.49256 0.47
C 1.87228 1.38610 -3.70339 -0.15
C 0.60567 -0.92014 -5.19296 -0.18
C 2.21863 -1.50689 -2.78623 -0.16
H -4.14177 0.92693 -3.55407 0.05
H -3.11685 1.73656 -2.38970 0.01
H -4.31897 0.55686 -1.85382 0.03
H -3.87851 -2.27711 -1.93153 0.06
H -2.70773 -1.89413 -0.67968 0.00
H -2.26237 -2.95588 -2.01283 0.02
H -3.58163 -1.50483 -4.74779 0.05
H -1.94152 -2.13960 -4.82127 0.03
H -2.27800 -0.49563 -5.36663 0.04
H -0.76875 1.20981 -2.62477 -0.02
H 1.18925 2.23819 -3.65485 0.03
H 2.36437 1.42133 -4.67775 0.05
H 2.65719 1.53271 -2.95616 0.03
H -0.00624 -0.24327 -5.78883 0.04
H 0.12436 -1.89783 -5.19162 0.02
H 1.56766 -1.03127 -5.70127 0.05
H 2.34132 -1.49282 -1.70919 0.00
H 3.18997 -1.25433 -3.22008 0.06
H 1.98826 -2.52486 -3.11202 0.03
O -3.07501 0.65584 0.37346 0.24
N -2.04975 0.39356 0.03454 -0.08
```

=====

The following is a DFT calculation (the ωB97M-V functional and the def2-TZVPD basis) of a molecular structure, C34H44AsF12N2PSSiSnTe.

Values from the calculation:
Energy relative to the best compared isomer or geometry (same formula, charge and spin) (kcal per mole): 7.2
2S+1: 1
Electronic energy (eV): -173538.6330
Total charge: 0
Orbital gap (Ha): 0.1608
Highest occupied orbital energy (eV): -7.86

Geometry as XYZ:
```
98
Properties=species:S:1:pos:R:3:lowdin_charge:R:1
Sn 1.09346 -0.62906 -0.78249 1.06
C 5.92406 0.72320 3.91753 -0.18
Si 5.51086 -0.82137 2.94164 0.51
C 5.86602 -2.32079 3.99991 -0.18
C 6.53401 -0.88088 1.39089 -0.21
C 3.62807 -0.73629 2.72293 -0.23
C 2.87055 -0.86500 3.88173 -0.07
C 1.48358 -0.74626 3.87265 -0.05
C 0.87551 -0.44490 2.68188 -0.14
N 1.56440 -0.31105 1.54200 -0.13
C 2.90346 -0.50938 1.53701 -0.75
S 3.59604 -0.51411 -0.06515 0.53
H 6.99721 0.76947 4.13804 0.03
H 5.38800 0.73967 4.87198 0.03
H 5.65696 1.63012 3.36515 0.03
H 6.94665 -2.48193 4.07648 0.03
H 5.42019 -3.22332 3.57149 0.04
H 5.47896 -2.20238 5.01634 0.03
H 7.59166 -0.98096 1.66423 0.04
H 6.41896 0.02327 0.78900 0.02
H 6.26024 -1.73278 0.76362 0.03
H 3.37400 -1.07510 4.82317 0.10
H 0.89393 -0.88492 4.76884 0.11
H -0.19819 -0.30947 2.61895 0.10
C 2.65350 2.90164 0.49617 -0.40
Te 2.02827 2.16349 -1.42316 1.39
C 0.64178 3.79322 -1.27698 -0.37
C 1.29381 4.80251 -0.36725 -0.29
C 0.92710 6.14533 -0.37665 -0.04
C 1.54944 7.04849 0.47270 -0.09
C 2.54979 6.61584 1.33416 -0.09
C 2.92131 5.27822 1.34670 -0.04
C 2.29385 4.36515 0.50386 -0.29
H 3.71293 2.72679 0.65899 0.06
H 2.10206 2.36475 1.26754 0.05
H -0.30550 3.43479 -0.86765 0.05
H 0.45504 4.18124 -2.27563 0.06
H 0.15862 6.48731 -1.06312 0.11
H 1.26404 8.09392 0.45323 0.10
H 3.04777 7.32147 1.98862 0.10
H 3.70934 4.93667 2.00941 0.11
F -0.70423 0.76447 -2.89324 -0.24
P 0.12067 0.67392 -4.32520 0.16
F -0.55844 -0.77381 -4.58315 -0.15
F 1.33452 -0.07720 -3.50709 -0.30
F -1.08923 1.41664 -5.05287 -0.13
F 0.80913 2.13078 -3.96889 -0.25
F 0.96063 0.58044 -5.66668 -0.11
F -0.31652 -2.44598 0.85180 -0.33
As 0.55293 -4.00020 0.77148 0.71
F 1.40235 -5.47648 0.63294 -0.22
F -0.78055 -4.60167 -0.16473 -0.25
F 1.28045 -3.41668 -0.72730 -0.34
F -0.19174 -4.46296 2.24519 -0.23
F 1.86308 -3.27305 1.61934 -0.22
C -0.19579 -4.44372 -4.11235 -0.01
C -1.38084 -3.77964 -3.46283 -0.22
C -2.68308 -4.24338 -3.61372 0.11
C -3.82253 -3.64072 -3.00195 -0.21
C -5.20814 -4.19063 -3.25266 -0.03
C -3.63998 -2.56622 -2.19622 0.08
C -2.30633 -2.03526 -1.98138 -0.21
C -1.20458 -2.67984 -2.66069 0.08
N -1.94776 -1.03735 -1.24778 0.21
C -2.79483 -0.16945 -0.47911 -0.41
C -3.77523 0.61143 -1.39980 -0.05
C -4.57956 1.59653 -0.54657 -0.28
C -5.35625 0.83323 0.53463 -0.11
C -4.37201 0.09946 1.45493 -0.28
C -3.43273 1.11644 2.11445 -0.11
C -2.65846 1.86677 1.02511 -0.28
C -3.64023 2.61163 0.11475 -0.11
C -1.86633 0.86558 0.18900 -0.11
C -3.56526 -0.91668 0.64141 -0.05
H -0.50028 -5.23742 -4.79305 0.08
H 0.44699 -4.87394 -3.34069 0.10
H 0.39202 -3.70889 -4.66415 0.10
H -2.84733 -5.12141 -4.23246 0.14
H -5.17100 -5.11888 -3.82235 0.08
H -5.80486 -3.47166 -3.81708 0.09
H -5.72422 -4.38605 -2.31212 0.09
H -4.49982 -2.12614 -1.71504 0.11
H -0.21710 -2.27101 -2.52514 0.06
H -4.44972 -0.06828 -1.92427 0.11
H -3.18476 1.13765 -2.15625 0.13
H -5.28098 2.11830 -1.20075 0.14
H -6.04110 0.11559 0.06785 0.12
H -5.96138 1.53112 1.11879 0.12
H -4.92712 -0.43967 2.22445 0.14
H -2.73690 0.60143 2.78619 0.12
H -4.01224 1.82174 2.71698 0.12
H -1.96904 2.57889 1.48352 0.14
H -3.09522 3.17006 -0.65325 0.12
H -4.22123 3.33126 0.69809 0.12
H -1.14941 0.33087 0.81738 0.08
H -1.31192 1.38289 -0.60082 0.09
H -4.23292 -1.67632 0.23252 0.11
H -2.83535 -1.43317 1.27211 0.13
```